ORCA calculation (the ωB97M-V functional and the def2-TZVPD basis) on 8 unconnected molecules or ions with the total composition C26H67BO30S8 at a distorted geometry.

```
! RIJCOSX wB97M-V def2-TZVPD def2/J DEFGRID3
* xyz 0 1
H 0.18 2.71 -4.72
H 0.88 0.81 -9.04
H 0.47 -0.84 -2.45
H -10.82 3.91 -2.46
O -13.96 5.22 -0.64
H 0.19 5.43 -10.18
O -1.18 0.57 -4.18
B -7.74 2.32 -1.97
O 5.88 -3.05 7.07
H -2.41 3.92 -9.64
H 1.85 1.16 -7.58
C -5.58 0.07 -4.04
H 7.44 -7.41 7.33
O 10.14 1.25 1.87
H 10.54 3.24 1.98
H 11.94 3.17 3.99
H -9.80 3.58 -0.18
H 1.15 1.14 11.41
O 0.48 3.70 -7.09
H -6.19 0.21 -3.12
O 1.75 3.49 -9.23
H 6.88 -1.34 4.92
C 7.82 -5.29 7.47
O 10.54 -0.77 3.23
S -13.37 4.03 -0.09
C 0.49 3.00 -3.71
H 1.80 -2.89 7.56
O 3.67 0.09 10.36
H 3.02 -0.86 6.67
O 8.31 0.36 3.28
C -0.30 4.20 -3.22
H 1.60 1.88 9.85
H 11.55 1.47 4.26
O -7.19 3.04 -3.06
H -15.33 2.88 0.46
H -6.15 -2.04 -4.00
H 8.40 -2.26 4.76
H -4.80 -1.66 -5.19
H 4.14 -0.95 8.02
H -0.20 -4.13 0.73
O -5.57 2.68 -5.22
H 4.02 -4.98 2.24
H 6.50 -6.44 6.19
C 2.84 -2.67 7.80
O -1.95 1.68 -2.07
C 7.47 -6.53 6.67
H 1.55 3.27 -3.77
H -1.43 5.90 -10.70
H -3.25 -1.35 -3.30
H -14.01 1.77 0.00
H -1.18 -1.04 -1.76
C 7.60 -1.96 5.44
H -6.40 2.08 -0.62
O -6.32 0.62 -5.16
C -14.52 2.70 -0.24
O 1.81 -4.12 1.02
H -0.65 4.45 -11.37
H -10.55 5.09 0.34
H -4.60 -1.22 -2.15
O 6.30 -4.14 4.86
H -14.91 2.68 -1.26
O 2.97 -1.94 0.83
O -1.82 -3.98 -4.03
C -0.79 5.04 -10.47
H -1.37 3.99 -3.24
C -6.44 1.97 -4.91
C -11.25 4.37 -1.57
O -7.57 2.46 -4.27
S 9.50 -0.03 2.58
H 8.00 -1.43 6.30
C 0.74 -4.36 -1.17
H 9.92 -1.03 0.49
H -0.11 5.07 -3.84
S -2.43 -3.76 -2.54
H 8.28 -0.31 0.59
H -11.68 5.32 -1.87
H 7.05 -5.07 8.21
C -10.17 4.55 -0.53
C -5.25 -1.43 -4.21
O 0.40 1.89 -2.81
O 1.80 -1.54 10.63
H 3.03 -3.04 8.81
H -4.61 0.62 -4.00
H 0.02 0.01 -0.93
H 8.21 -6.70 5.88
C 0.89 1.32 -8.07
H -4.71 -3.89 -3.50
H 8.75 -5.45 8.01
O -7.29 2.47 -0.66
C -4.24 -1.78 -3.04
H 1.56 -3.93 -1.75
O 3.84 -3.95 -0.38
H 5.04 -3.51 2.18
H 0.08 0.98 -7.44
O -1.73 -2.69 -1.87
C 10.41 2.41 2.67
C -1.39 4.21 -9.36
S 6.76 -3.41 6.00
O -2.32 -4.95 -1.75
H -4.64 -3.47 -1.70
C 4.02 -3.89 2.22
H 3.49 -3.22 7.12
C -0.33 -0.36 -1.90
S 2.34 -0.35 10.05
O -8.78 1.43 -2.27
C 11.68 2.24 3.49
H -2.45 -3.64 -4.69
O 8.04 -4.16 6.61
S 0.71 3.05 -8.35
H -1.46 4.77 -8.43
S -0.93 1.01 -2.83
C 3.12 -1.18 7.71
H -0.19 -4.18 -1.70
H 0.24 0.71 9.93
H 12.51 1.92 2.86
O -12.82 4.02 1.23
H 3.50 -3.48 3.08
O 2.17 -0.42 8.47
H 0.92 -5.44 -1.11
H 0.58 -2.67 0.17
C 0.67 -3.75 0.21
H 9.56 2.64 3.31
C -4.20 -3.32 -2.70
H -8.38 0.55 -2.35
H -9.33 5.12 -0.94
H 8.63 -1.86 1.40
S 3.19 -3.36 0.75
C 9.04 -0.89 1.11
C 1.22 0.98 10.34
O -0.66 2.98 -9.15
H -0.04 4.43 -2.18
O -12.29 3.47 -1.12
*
```

Output
- SMILES = O=C(OCCCCS(=O)(=O)O)OOB(O)O.CCOS(C)(=O)=O.CCOS(C)(=O)=O.CCOS(C)(=O)=O.CCOS(C)(=O)=O.CCOS(C)(=O)=O.CCOS(C)(=O)=O.CCOS(C)(=O)=O
- E_LUMO (eV) = -0.40
- HOMO (eV) = -10.6
- F_max (eV/Å) = 2.75
- gap between HOMO and LUMO (eV) = 10.2